i | 16
Properties=species:S:1:pos:R:3 method="wB97M-V/def2-TZVPD" charge=+1 homo_lumo_gap_ev=11.6 e_homo_ev=-15.253 lumo_energy_ev=-3.63
O 1.0240 -0.8620 1.2092
H 1.9497 -1.1034 1.1761
H 1.8227 0.4066 -0.8069
H -2.2606 0.2454 -1.4990
H -2.0650 -0.3554 1.0885
H 0.9907 -0.1215 1.8150
Na -0.1617 -0.4344 -0.3111
O 0.4330 1.0033 0.0259
H 0.1409 1.6761 -0.5892
O -1.3120 -0.9086 0.8809
O 1.2960 -0.2989 -1.1826
H -1.5019 -1.7433 1.3093
H -1.2312 1.3023 -1.1593
H 1.8503 -0.6738 -1.8671
H 0.5172 1.4625 0.8615
O -1.4921 0.4052 -0.9511

=====

ii | 16
Properties=species:S:1:pos:R:3 method="wB97M-V/def2-TZVPD" charge=+1 homo_lumo_gap_ev=12.2 e_homo_ev=-15.511 lumo_energy_ev=-3.28
H -0.5153 2.2809 -2.8518
H -2.2977 1.7408 1.7901
H -1.0467 -1.3721 -2.2265
H -1.8529 0.8183 2.9272
H 2.6498 -0.2303 0.5480
H 2.4449 -0.4051 -0.9567
O -1.5906 1.1383 2.0564
H 0.6140 2.4909 -1.8408
H 0.1235 -2.1245 -1.5762
H -0.3508 -2.4540 1.9070
H 0.7298 -1.4197 2.1983
Na -0.2936 0.3276 0.0243
O -0.5594 -1.4678 -1.3976
O 2.1429 0.1105 -0.1991
O -0.3287 2.2871 -1.9052
O 0.1309 -1.7210 1.5026

=====

Energies relative to the most stable structure, in hartree: i 0.3498; ii 0.0000.